# 1
DFT (wB97M-V/def2-TZVPD) results for C21H19N3O5 in the gas phase.

Positions of all 48 atoms, in Å:
O 1.69 0.47 -0.20
O -0.13 -1.50 2.16
O 5.50 2.10 0.04
O -2.77 -0.89 -0.14
O 3.64 -2.43 -0.35
N 4.28 -0.22 -0.18
N 1.08 -1.73 -0.30
N -0.28 -1.54 -0.10
C 6.08 3.37 0.17
C -7.17 0.58 1.43
C -2.24 -0.91 1.16
C -6.73 0.15 -0.93
C -0.77 -1.33 1.15
C -6.27 0.19 0.41
C -4.08 -0.53 -0.30
C 7.71 1.05 -0.01
C -8.06 0.50 -1.21
C -4.93 -0.16 0.70
C 7.80 -1.35 -0.20
C 1.97 -0.71 -0.23
C 6.42 -1.40 -0.23
C -8.46 0.91 1.13
C 3.41 -1.24 -0.26
C 6.32 1.01 -0.04
C -4.54 -0.57 -1.64
C 8.44 -0.13 -0.09
C -8.91 0.87 -0.20
C 5.67 -0.24 -0.15
C -5.82 -0.24 -1.94
H 8.23 1.99 0.08
H 1.45 -2.67 -0.20
H 6.67 3.45 1.09
H -2.28 0.09 1.62
H -8.41 0.47 -2.23
H 3.85 0.70 -0.11
H 5.24 4.07 0.22
H -9.94 1.14 -0.42
H -9.14 1.21 1.91
H 6.71 3.62 -0.69
H -3.84 -0.87 -2.40
H -0.83 -1.23 -0.90
H 5.90 -2.35 -0.32
H -4.61 -0.12 1.73
H -6.17 -0.27 -2.96
H 8.37 -2.26 -0.27
H 9.52 -0.08 -0.06
H -6.82 0.61 2.45
H -2.78 -1.61 1.81

Results
SMILES: COc1ccccc1NC(=O)C(=O)NNC(=O)COc1ccc2ccccc2c1
relative energy (zero: lowest compared OMol25 entry of this formula, charge and spin): 131.2 kJ/mol
total energy: -1352.1391 a.u.

---

# 2
DFT (wB97M-V/def2-TZVPD) results for C21H19NO in the gas phase at a distorted geometry.

Positions of all 42 atoms, in Å:
O -0.03 -0.30 -1.39
N -0.64 -0.70 -0.17
C -2.69 0.83 -0.09
C 1.90 0.52 1.74
C 3.37 -3.98 -1.50
C 3.14 -1.66 -0.89
C 3.94 -2.76 -1.30
C 2.52 2.83 0.28
C 2.87 2.75 1.61
C -1.43 0.29 0.59
C 1.87 1.75 -0.33
C -5.09 1.86 -1.14
C -3.56 0.00 -0.81
C 1.18 -3.05 -0.96
C 1.57 0.55 0.37
C 2.53 1.62 2.34
C -4.22 2.69 -0.43
C -4.80 0.51 -1.29
C 1.99 -4.13 -1.32
C 0.85 -0.62 -0.28
C -3.00 2.20 0.10
C 1.75 -1.80 -0.66
C -1.83 -0.41 1.90
H 4.98 -2.62 -1.48
H -0.83 1.16 0.85
H 1.64 -0.33 2.35
H 1.54 -5.11 -1.50
H 2.74 1.54 3.42
H 2.65 3.76 -0.26
H 3.64 -0.68 -0.73
H 4.03 -4.78 -1.81
H 3.36 3.59 2.08
H -4.54 3.74 -0.25
H 1.54 1.87 -1.37
H -2.37 0.31 2.50
H -5.52 -0.17 -1.79
H -0.98 -0.76 2.47
H -2.34 2.87 0.67
H 0.12 -3.27 -0.81
H -6.08 2.22 -1.43
H -3.30 -1.06 -0.98
H -2.47 -1.28 1.72

Results
SMILES: C[C@H](c1ccccc1)N1OC1(c1ccccc1)c1ccccc1
relative energy (zero: lowest compared OMol25 entry of this formula, charge and spin): 0.0 kJ/mol
total energy: -941.5264 a.u.

---

# 3
DFT (wB97M-V/def2-TZVPD) results for C21H19NO6 in the gas phase at a distorted geometry.

Positions of all 47 atoms, in Å:
O -1.10 2.44 -1.58
O 3.04 0.26 -1.16
O -1.67 0.88 2.43
O -1.15 0.20 -1.44
O 0.59 2.81 0.49
O 0.79 1.64 2.40
N 1.29 -0.06 -2.55
C 2.32 -0.49 -1.78
C -2.97 0.58 2.24
C 0.12 2.09 1.34
C -0.60 1.23 -1.75
C 3.84 -2.45 -1.85
C 1.48 -2.86 -1.78
C -5.57 0.20 1.45
C 2.54 -1.97 -1.82
C -3.43 1.14 1.02
C 3.02 -4.70 -1.84
C -2.31 2.55 -0.83
C 2.16 2.01 2.53
C -2.30 1.82 0.47
C 4.08 -3.81 -1.87
C -3.80 -0.17 3.07
C -4.75 0.94 0.63
C -5.10 -0.35 2.65
C 1.72 -4.22 -1.78
C 0.76 1.28 -2.41
C -1.28 1.63 1.37
C 3.08 0.90 2.06
H 5.10 -4.18 -1.90
H 0.89 -4.92 -1.74
H 0.46 -2.50 -1.70
H 0.65 -0.74 -2.93
H 4.11 1.16 2.29
H 2.34 2.93 1.96
H 3.21 -5.76 -1.85
H 1.43 1.85 -1.77
H -2.43 3.63 -0.67
H 2.99 0.75 0.99
H 2.30 2.21 3.60
H 2.83 -0.03 2.57
H -3.42 -0.58 3.99
H -5.77 -0.92 3.27
H 4.66 -1.74 -1.86
H -5.12 1.35 -0.29
H -6.60 0.03 1.17
H -3.14 2.18 -1.44
H 0.69 1.78 -3.38

Results
SMILES: CCOC(=O)c1oc2ccccc2c1COC(=O)CNC(=O)c1ccccc1
relative energy (zero: lowest compared OMol25 entry of this formula, charge and spin): 16.9 kJ/mol
total energy: -1317.8818 a.u.